ORCA calculation (the ωB97M-V functional and the def2-TZVPD basis) on a single C3H6O2 molecule.

Geometry (Å):
O1 -0.509 1.985 -1.408
C1 -0.558 0.814 -1.113
C2 0.573 0.047 -0.464
C3 0.046 -0.826 0.677
O2 -0.632 -0.084 1.674
H1 -1.459 0.213 -1.355
H2 1.310 0.776 -0.147
H3 1.084 -0.591 -1.203
H4 -0.665 -1.554 0.276
H5 0.869 -1.435 1.099
H6 -0.058 0.653 1.962

frontier orbital gap = 10.78 eV
SMILES string = O=CCCO
2S+1 = 1
energy relative to the best compared isomer or geometry (same formula, charge and spin) = 111.8 kJ/mol